Record 1
C38H48F3N7PS2Si2V | wB97M-V/def2-TZVPD

```
102
Properties=species:S:1:pos:R:3
P -0.20 -2.63 2.97
H -1.78 5.30 2.37
H -2.76 7.30 1.33
H -3.47 1.76 -2.10
C -1.95 -4.11 1.30
F -4.21 -3.23 -4.57
N 3.40 1.43 -2.69
C 3.16 0.35 3.38
H 2.19 1.05 5.16
Si -0.72 2.68 1.30
C -2.79 2.27 -2.79
H -3.39 -2.90 -1.42
H 5.95 0.93 0.55
H 4.34 -1.03 -5.93
C -0.40 -2.09 5.72
H -2.86 1.73 2.22
C -2.66 -5.25 0.94
C -1.16 -4.11 2.44
H 4.62 1.41 -5.79
H 0.92 3.74 -2.92
H -0.51 4.29 -3.80
H 5.30 0.80 3.16
N -1.15 -0.40 -1.78
H 1.67 3.43 1.57
C -0.94 -0.55 -3.13
C -2.43 -1.83 4.46
C -2.59 -6.39 1.72
H 2.00 -1.17 -6.63
C 2.10 -0.27 -2.35
H 2.19 -2.12 -5.16
C -2.22 5.44 -1.45
C -2.35 -2.48 -3.28
H -0.31 0.20 -3.59
H 0.12 2.67 -4.07
H -2.95 -1.87 3.51
C -3.10 -1.45 5.60
H -3.30 3.16 -3.17
C -2.10 -1.25 -1.24
H -2.35 5.50 -2.52
Si -1.18 2.78 -1.91
H -1.99 -3.21 0.69
H -3.04 7.40 -1.13
H -2.60 1.60 -3.63
C -2.42 -1.37 6.82
C -0.05 3.43 -3.30
C -1.07 -2.16 4.51
H 4.90 -0.01 -0.50
H -2.94 -1.06 7.71
C 0.81 3.31 2.23
C -1.09 -5.26 3.22
S -0.60 -1.16 1.66
H -1.25 -1.61 -4.94
C -1.07 -1.69 6.87
C -1.50 4.24 0.52
C 4.93 0.83 0.20
H 1.44 -0.52 -5.10
C -1.49 -1.55 -3.88
H -1.51 1.38 3.30
C -2.61 6.52 -0.67
C 4.34 0.62 2.72
H 5.07 -0.20 -3.76
H 1.67 -1.26 -2.37
C 3.60 -0.47 -5.36
C -1.80 -6.39 2.87
H 4.05 -1.64 -3.59
C -2.99 -3.56 -4.06
C 4.00 0.60 1.35
C 4.06 -0.59 -3.90
H -0.54 -1.63 7.81
C 2.23 -1.11 -5.57
H -1.74 -7.28 3.48
C -1.66 4.29 -0.87
C 2.83 0.23 4.83
N 3.20 0.13 -2.98
C -1.90 5.33 1.29
H 2.31 -0.72 5.02
H 4.67 1.73 -0.35
H 0.65 -2.36 5.75
H -4.15 -1.19 5.55
F -2.25 -3.93 -5.14
F -3.20 -4.68 -3.33
H 0.60 4.28 2.70
H 2.95 1.61 -5.25
N 2.46 1.79 -1.91
H -3.26 -5.24 0.04
H 3.74 0.24 5.42
H -2.35 -1.08 -0.20
C -1.95 2.15 2.65
C -2.68 -2.27 -1.93
S 1.66 -3.15 3.35
C 3.62 0.98 -5.84
H -0.45 -5.27 4.10
H 1.28 -0.16 2.52
H 1.10 2.61 3.02
N 2.71 0.34 1.19
H -3.14 -7.27 1.44
C -2.45 6.46 0.71
V -0.18 0.89 -0.56
N 1.62 0.76 -1.69
N 2.23 0.20 2.43
H 3.28 1.03 -6.88
H -2.23 3.00 3.27
```

Values from the calculation:
Multiplicity: 4
Frontier orbital gap (spin up / spin down): 5.35 / 6.36 eV
⟨S²⟩: 3.8516
Total charge: -1

Record 2
C47H123N5O21 | wB97M-V/def2-TZVPD

```
196
Properties=species:S:1:pos:R:3
C 1.09 0.83 -0.94
H -6.45 3.08 -4.21
C -6.37 2.22 -2.21
O -0.96 4.41 -1.48
H 1.96 -3.00 4.21
C 0.78 1.47 -2.28
H -1.10 -5.74 -4.20
C 2.30 2.16 5.71
H -6.40 4.28 -2.90
H 6.24 1.87 -0.31
H -5.68 -3.33 6.99
H 3.56 3.91 6.02
O 2.72 4.50 -3.33
H 1.41 2.35 -2.44
O 1.89 4.10 -0.45
H -2.04 -2.34 -2.68
H -0.77 2.61 4.65
O 3.43 -1.87 0.35
H -3.16 -0.89 1.91
H -1.31 -5.45 0.42
H 0.22 1.63 2.22
O 4.44 -1.12 2.84
H -4.03 -1.72 6.73
H 2.61 4.37 -2.37
H -5.73 0.26 -1.66
H -0.60 3.54 -1.78
C 5.22 4.39 -3.13
H 1.40 -6.02 -0.86
C 2.22 -5.54 4.88
C -3.21 -2.46 6.74
H -1.55 -5.72 -2.50
O -3.76 -3.74 6.45
H -4.41 2.52 1.11
C -0.56 -0.21 1.49
C -0.16 -2.74 4.66
O -5.99 2.71 -0.89
H -2.88 2.43 0.21
H 1.30 -2.97 -1.65
C -3.40 2.95 1.01
H 6.45 -0.27 -5.77
C -4.46 5.11 1.76
H 4.77 -0.78 -6.21
N 3.91 3.18 4.11
H -9.04 -2.49 -3.95
H -4.65 -3.90 8.30
C -6.07 3.30 -3.21
H -0.32 5.31 -3.26
H -6.57 -1.65 -2.58
H -5.06 2.98 -0.91
H 5.96 -2.14 -2.12
C 0.05 2.04 5.10
C 3.96 3.97 -3.86
C 5.39 -0.27 -5.47
C 1.77 5.06 0.55
H 3.50 1.32 3.11
C 4.53 -2.48 2.36
H 1.99 -2.74 -5.21
C 4.57 -2.55 0.88
O 1.33 -1.95 -3.41
H 3.14 -4.41 -2.10
C -1.90 -5.46 -3.51
H 0.23 -2.76 -4.92
H -7.90 -2.61 -1.87
H 3.99 4.38 -4.87
H 3.72 -3.07 2.79
H -7.45 2.03 -2.11
C 5.29 -2.69 -2.80
C -3.54 4.44 0.72
C 2.64 6.25 0.24
H 5.48 -2.89 2.73
H 2.43 6.57 -0.78
H 4.68 3.00 1.64
N -1.03 -2.92 5.81
C -1.23 5.23 -2.66
H 6.18 2.69 2.55
O 4.02 5.99 0.35
H -4.66 1.12 -2.88
H -3.56 -0.48 0.26
C -1.39 0.78 -2.53
H -1.69 4.74 0.14
O -0.47 -5.07 0.13
H 1.11 0.83 -3.11
C 4.35 1.93 3.44
H 1.49 -3.32 5.88
C 1.55 -3.12 -2.71
H 2.37 7.03 0.95
H -1.25 -3.69 -1.93
O 2.21 -5.96 -0.32
H 4.65 -0.51 2.07
C 1.16 -2.18 -4.79
H 0.06 -1.67 4.54
H 4.98 1.33 4.11
H 2.05 4.61 1.51
H -8.35 -3.46 -5.28
C 3.02 -3.53 -2.74
H -5.48 4.72 1.71
H -3.30 -3.39 -0.67
H 3.57 -1.62 -2.96
C 5.59 -2.20 -4.20
H -6.06 -4.48 -1.74
C -5.67 0.93 -2.51
H -1.66 7.38 -2.91
H -2.56 6.55 -1.60
O 5.42 3.89 -1.81
H -2.80 -2.45 7.75
H -2.53 5.12 -4.35
H -0.93 -0.03 -3.11
H 3.90 2.87 -3.90
H 0.65 -0.18 -0.92
O 5.41 1.10 1.44
O -7.19 -3.41 -3.61
O -0.53 1.85 -2.41
H 3.01 3.43 3.69
H -4.51 6.18 1.57
H -0.51 1.70 -0.07
C -5.84 -3.40 -1.72
H 5.06 0.77 -5.44
C -1.62 6.61 -2.13
H -4.97 3.35 -3.27
H -0.22 1.87 6.16
H 4.53 -3.61 0.57
H 0.21 -4.52 2.03
O -2.14 -4.10 -3.67
H 5.53 -3.74 -2.65
H 2.17 0.78 -0.83
H -1.27 -3.91 5.88
H -4.03 4.97 2.76
O 1.26 2.78 5.01
H 2.03 2.10 6.77
H -6.15 0.38 -3.33
H -0.84 6.93 -1.44
C 5.23 2.26 2.24
H 5.51 -2.11 0.52
C 0.52 -5.22 1.23
H 4.65 4.15 -1.27
H -3.41 -4.83 -1.68
H 4.46 1.99 -0.16
H 2.44 -5.41 5.95
H 4.98 -2.76 -4.93
H 3.12 -5.24 4.33
H 5.18 0.45 -0.48
C 1.17 -3.44 4.83
C 1.89 -4.97 0.65
C -3.41 -3.71 -1.72
H -3.96 4.61 -0.29
H -2.03 -1.08 5.61
H 2.44 1.13 5.35
H 1.95 -3.93 0.28
H -2.88 2.84 1.96
H 0.74 5.43 0.61
O 1.04 -4.84 4.53
H -5.16 -5.01 6.98
C -6.95 -2.67 -2.43
C -2.73 -0.79 0.90
H -2.36 -1.77 0.56
C 3.59 2.95 5.51
H 1.04 -1.21 -5.25
H -0.16 -1.15 1.06
C -4.85 -4.00 7.23
H -5.78 -3.15 -0.66
H 3.27 -3.78 -3.79
N 0.49 1.66 0.15
H 0.51 -6.23 1.67
H 5.25 5.49 -3.10
H -1.64 0.33 -1.57
H -7.71 -1.86 -4.95
H 1.37 3.29 -0.18
C -2.37 4.59 -3.40
H 4.35 2.32 5.99
H -2.29 1.05 -3.09
H 6.07 4.06 -3.74
C 0.44 0.93 1.42
H 3.55 -1.98 -0.66
H 6.66 -2.30 -4.41
H -2.21 3.52 -3.58
C -2.24 -2.15 5.66
O 5.28 -0.82 -4.19
H -0.65 -3.09 3.73
H -3.33 4.70 -2.88
H 2.04 -6.59 4.65
H 2.56 -5.01 1.52
C -2.15 -3.40 -2.47
H -0.76 -0.36 2.56
O -1.75 0.16 0.82
H 4.20 5.81 1.28
H -4.61 -3.47 -3.32
H 1.41 0.52 1.70
H -2.79 -6.07 -3.70
H -2.75 -2.41 4.71
N -4.58 -3.10 -2.36
H 0.90 -3.91 -3.11
H 0.10 1.08 4.56
C -8.11 -2.77 -4.47
C 5.34 1.38 0.07
O -2.27 5.10 0.87
N 3.91 -2.39 -2.37
```

Values from the calculation:
SMILES: COCCNCCOC.COCCNCCOC.COCCNCCOC.COCCNCCOC.COCCNCCOC.CC(C)O.CC(C)O.CC(C)O.OCCO.OCCO.OCCO.OCCO
Frontier orbital gap: 9.08 eV
Total charge: 0

Record 3
C39H50BrHgN2O6SSe | wB97M-V/def2-TZVPD

```
101
Properties=species:S:1:pos:R:3
Se 1.27 -0.16 -2.35
H 3.60 -1.88 3.99
C -0.41 0.77 -2.21
H -0.52 1.12 2.65
H 3.20 -4.46 2.48
H 2.35 1.91 -0.61
H -3.26 -2.97 2.33
H -2.32 -1.59 -0.81
H -5.06 2.14 -3.22
O 4.68 -6.15 -5.20
N 2.03 -3.43 -3.61
C 1.82 -1.36 0.21
C -2.12 -1.52 1.24
H 0.43 -3.41 1.48
H 3.65 4.45 1.54
H 0.07 -2.50 2.96
H -5.35 -1.46 -3.36
C 1.85 -0.16 -0.52
H 1.15 3.17 2.56
C -4.30 -1.22 -3.15
H -3.73 -1.30 -4.08
C -2.35 5.12 -2.28
C 2.66 1.12 1.36
C -4.24 0.20 -2.57
C -4.99 0.19 -1.23
O 0.15 0.56 5.35
H 4.08 3.29 0.28
H 2.39 3.78 0.50
C 2.30 1.04 0.03
H 4.82 3.12 3.19
H 1.81 2.08 3.77
H -0.34 5.88 -0.66
H 2.79 0.00 3.17
C 4.26 -4.22 -3.80
H -3.45 3.98 -0.02
C 2.57 -0.06 2.11
H -2.89 -2.95 -0.01
C -0.26 4.84 -0.97
C -1.61 0.04 -2.46
C 3.82 -5.23 -4.66
H -5.17 1.20 -0.86
C -5.00 1.10 -3.56
H -3.71 2.63 -1.80
Hg -0.02 -2.70 -1.99
H -4.50 1.10 -4.53
H -6.02 0.73 -3.70
H 0.27 4.29 -0.19
H 5.30 -4.13 -3.53
H -5.96 -0.31 -1.34
O -1.62 -1.23 -2.74
O 1.48 -2.51 -0.30
H -0.92 0.08 0.44
C 3.12 2.42 2.03
O -1.81 -0.54 6.31
H 3.61 -2.54 -2.61
C 2.19 -1.28 1.59
H -4.42 -0.34 -0.46
H 2.51 -3.19 4.48
H -2.49 5.39 0.45
H 2.44 3.73 3.63
C 1.68 -4.38 -4.39
C 2.18 -2.55 2.46
C -2.77 2.11 -1.94
H -2.39 6.17 -1.96
H 2.10 -6.11 -5.63
H 2.93 -3.81 0.85
C -1.65 4.26 -1.21
C 4.46 2.18 2.75
Br -1.09 -4.98 -2.18
H -2.84 -1.90 4.55
H 4.20 -3.12 1.89
C -2.83 0.78 -2.34
C 2.07 2.87 3.06
O -2.01 1.69 5.33
C -2.44 4.35 0.10
C -0.41 2.11 -1.85
N -2.24 -2.18 0.01
H 4.35 1.45 3.55
H 0.81 -4.10 3.07
C 3.33 -3.33 -3.29
H -1.96 3.75 0.88
S -1.31 0.42 5.33
C 3.19 -3.55 1.88
C -1.59 2.81 -1.68
C -1.66 -0.32 3.74
C -2.44 -1.47 3.64
H -3.37 4.78 -2.46
C 2.48 -5.33 -4.99
C -1.36 -0.35 1.34
C -2.67 -2.06 2.40
H 1.90 -1.54 4.38
H 0.36 4.81 -1.88
H -3.90 -1.97 -2.47
H -1.81 5.07 -3.23
C 3.32 3.55 1.02
C 0.78 -3.18 2.49
C 2.57 -2.26 3.91
H 5.56 -5.98 -4.85
H 0.55 2.58 -1.68
H 5.21 1.81 2.04
C -1.14 0.24 2.57
```

Values from the calculation:
Multiplicity: 2
Frontier orbital gap (spin up / spin down): 5.85 / 5.75 eV
⟨S²⟩: 0.7563
Total charge: -2